Entry 1:
ORCA calculation (ωB97M-V/def2-TZVPD) on a cluster of 2 separate species, C12H17N in total at a distorted geometry.

The geometry in XYZ format:
```
30
Properties=species:S:1:pos:R:3:forces:R:3:lowdin_charge:R:1
C 2.471575 -0.378398 3.377102 0.248 2.460 -1.220 -0.040
C 2.028893 -0.517759 1.919188 -0.305 0.649 1.286 -0.227
C 2.145418 -1.565532 1.063722 -0.025 1.706 -0.224 -0.052
N 1.916197 -1.119229 -0.259730 -0.221 -0.390 1.330 0.065
C 1.564800 0.225165 -0.179593 0.315 0.981 -0.617 -0.211
C 1.270599 1.141670 -1.213213 0.126 -0.989 0.659 -0.035
C 0.745401 2.376253 -0.875016 0.428 -0.528 0.467 -0.097
C 0.687451 2.767102 0.471997 -1.078 -0.548 -0.114 -0.102
C 1.108253 1.914298 1.484166 0.304 1.388 0.736 -0.046
C 1.567583 0.647996 1.175622 0.330 -1.809 -1.123 -0.147
H 2.658084 0.782263 3.506879 -0.154 -2.333 -0.043 0.107
H 3.429801 -0.879951 3.437209 0.069 -0.109 0.621 0.064
H 1.774404 -0.645088 4.154438 -0.216 -0.429 0.123 0.059
H 2.337744 -2.584099 1.305283 0.378 -0.495 -0.145 0.110
H 2.461005 -1.589526 -0.963007 -0.359 0.409 -0.489 0.142
H 1.440425 0.800247 -2.218720 -0.312 0.178 -0.446 0.102
H 0.350688 3.015778 -1.637403 0.022 0.331 -0.315 0.093
H 0.057738 3.618742 0.727900 0.681 0.212 0.015 0.099
H 1.146358 2.344386 2.503729 -0.247 -0.685 -0.516 0.115
C -3.798083 -0.760732 -0.693552 0.890 -0.416 0.100 -0.119
C -3.070315 -1.372053 -1.915848 -0.781 1.357 0.592 -0.295
C -1.734741 -0.738294 -2.275554 1.260 -0.367 -0.796 -0.140
H -4.839518 -0.951422 -0.642478 -1.180 -0.434 -0.493 0.045
H -3.437285 -1.236822 0.200471 0.498 0.042 0.619 0.058
H -3.717101 0.305993 -0.568716 0.426 0.473 -0.209 0.064
H -3.774228 -1.267642 -2.754960 0.414 -0.467 -0.010 0.099
H -2.844828 -2.415624 -1.670722 -0.383 0.047 -0.433 0.100
H -0.912026 -1.017488 -1.585935 -0.564 0.476 -0.094 0.068
H -1.585016 0.284752 -2.660173 -0.901 0.260 1.219 0.073
H -1.449274 -1.184986 -3.213084 0.336 -0.971 -0.480 0.050
```
Forces are in eV/Å.

The total charge is 0. The calculation puts the HOMO-LUMO gap at 8.9 eV. For the LUMO energy, the calculation gives 0.03306 hartree. For the max |F|, the calculation gives 2.76 eV/A.

Entry 2:
ORCA calculation (ωB97M-V/def2-TZVPD) on a cluster of 2 separate species, C12H17N in total at a distorted geometry.

The geometry in XYZ format:
```
30
Properties=species:S:1:pos:R:3:forces:R:3:lowdin_charge:R:1
C -2.925938 3.369766 1.523419 0.935 -0.119 -0.285 -0.059
C -2.847797 1.952172 1.147757 -3.578 -3.056 -0.728 -0.214
C -4.025034 1.108460 1.067463 2.177 4.029 2.072 -0.070
N -3.749725 -0.073027 0.512355 -1.606 -2.053 -2.015 0.059
C -2.504967 0.019703 -0.052347 1.652 0.798 1.784 -0.213
C -1.813286 -0.848243 -0.857119 -1.836 -1.710 0.470 -0.047
C -0.519230 -0.574831 -1.143915 -0.393 2.599 1.604 -0.085
C 0.084885 0.582338 -0.562890 1.197 -1.103 -0.904 -0.089
C -0.531374 1.444349 0.297206 0.080 -0.867 -1.200 -0.030
C -1.853818 1.181768 0.514698 -1.922 -0.196 -0.507 -0.160
H -2.385352 3.971506 0.801894 0.246 0.184 -0.205 0.080
H -2.459207 3.538503 2.479162 -0.232 0.445 0.598 0.076
H -3.949922 3.662725 1.423518 -0.602 0.458 0.606 0.069
H -4.899784 1.456887 1.590248 -0.632 -0.711 -0.344 0.114
H -4.470587 -0.771433 0.169996 1.362 1.477 0.759 0.192
H -2.351603 -1.790653 -1.088386 0.680 0.580 -0.478 0.125
H -0.054524 -1.149932 -1.846297 1.666 -1.440 -1.482 0.067
H 1.122344 0.745966 -0.804707 0.190 0.150 -0.147 0.084
H -0.067458 2.315688 0.677181 0.525 0.633 0.382 0.108
C 4.368211 -1.176334 -1.358118 -0.590 -0.213 0.873 -0.109
C 2.981476 -1.663008 -0.736406 3.547 -0.014 1.558 -0.258
C 3.389205 -2.589708 0.433056 -0.283 -1.167 -1.485 -0.127
H 5.163764 -1.943166 -1.491675 -1.229 -0.293 -0.174 0.073
H 4.972219 -0.472838 -0.777605 -0.787 0.521 0.145 0.065
H 4.070640 -0.785227 -2.290810 0.480 0.882 -1.328 0.034
H 2.289653 -0.920887 -0.308671 0.698 0.146 -0.519 0.072
H 2.465041 -2.176908 -1.486690 -0.758 -0.894 -1.155 0.065
H 4.419255 -2.991202 0.473990 -0.400 0.129 -0.875 0.071
H 3.380621 -1.980738 1.272169 -0.644 0.663 2.124 0.038
H 2.702286 -3.441707 0.421538 0.056 0.141 0.855 0.070
```
Forces are in eV/Å.

The total charge is 0. The calculation puts the HOMO-LUMO gap at 8.4 eV. For the LUMO energy, the calculation gives 0.03228 hartree. For the max |F|, the calculation gives 5.03 eV/A.

Entry 3:
ORCA calculation (ωB97M-V/def2-TZVPD) on a cluster of 2 separate species, C12H17N in total at a distorted geometry.

The geometry in XYZ format:
```
30
Properties=species:S:1:pos:R:3:forces:R:3:lowdin_charge:R:1
C 1.437708 0.688583 2.698857 1.517 2.437 1.057 -0.084
C 1.057766 -0.137480 1.594267 -2.148 -3.209 1.432 -0.314
C 0.159455 -1.168863 1.899392 -0.172 -0.268 -3.337 0.017
N -0.241636 -1.833813 0.578713 2.166 3.355 3.593 0.069
C 0.567743 -1.187326 -0.375147 -0.725 0.406 1.808 -0.226
C 0.302292 -1.236019 -1.709393 -1.018 -1.699 -1.760 -0.070
C 1.034195 -0.438304 -2.535332 1.723 0.536 -1.887 -0.108
C 1.961883 0.506626 -2.072722 -2.141 -1.202 1.535 -0.082
C 1.914242 0.755883 -0.712966 2.838 2.311 1.142 -0.055
C 1.375998 -0.106614 0.218051 -2.698 -2.414 -1.968 -0.127
H 2.320358 0.375436 3.262339 -0.121 -0.509 0.030 0.085
H 0.591336 0.792198 3.379952 0.293 0.303 0.088 0.085
H 1.787600 1.667678 2.332414 -0.570 0.097 0.244 0.089
H -0.373904 -1.451090 2.856693 0.947 0.408 -1.413 0.134
H -0.398526 -2.798011 0.684175 -0.158 -1.311 -0.603 0.107
H -0.455954 -1.939373 -2.192791 1.085 0.940 1.070 0.142
H 1.012010 -0.562035 -3.620918 -0.401 -0.103 0.283 0.104
H 2.600949 1.037236 -2.708981 0.503 0.878 -0.859 0.083
H 2.469200 1.674888 -0.337788 -0.613 -1.229 -0.379 0.131
C -1.640362 1.610940 0.499416 1.398 4.041 0.739 -0.157
C -2.442034 0.457213 0.098452 -1.632 0.081 -0.561 -0.325
C -3.595414 1.038243 -0.800826 1.110 -0.919 0.737 -0.092
H -1.115272 2.094747 -0.420944 -0.472 -0.948 1.599 0.108
H -0.909728 1.474980 1.368249 -0.869 0.018 -1.458 0.074
H -2.350688 2.478575 0.835886 1.187 -1.463 -0.346 0.096
H -1.831423 -0.317142 -0.303100 0.293 -0.303 -1.168 0.053
H -2.792925 -0.059250 0.971706 -0.877 0.002 0.662 0.094
H -4.083768 1.819002 -0.262355 -0.213 0.737 0.577 0.048
H -3.190177 1.495884 -1.695634 0.057 -0.165 -0.314 0.069
H -4.388471 0.355686 -1.012183 -0.290 -0.806 -0.544 0.051
```
Forces are in eV/Å.

The total charge is 0. The calculation puts the HOMO-LUMO gap at 8.9 eV. For the LUMO energy, the calculation gives 0.03582 hartree. For the max |F|, the calculation gives 5.37 eV/A.

Entry 4:
ORCA calculation (ωB97M-V/def2-TZVPD) on a cluster of 2 separate species, C12H17N in total at a distorted geometry.

The geometry in XYZ format:
```
30
Properties=species:S:1:pos:R:3:forces:R:3:lowdin_charge:R:1
C 0.683288 -0.349859 -2.456958 -0.007 -0.107 -0.580 -0.044
C 1.390518 -0.006547 -1.189530 -0.350 -0.163 -0.525 -0.242
C 2.250760 1.028169 -0.999336 -0.379 0.022 -0.036 -0.063
N 2.716150 0.992726 0.286702 0.687 0.273 0.705 0.070
C 2.159250 -0.069379 0.959373 -0.342 0.929 0.141 -0.210
C 2.158136 -0.347980 2.329869 -0.415 -0.410 -0.084 -0.020
C 1.314574 -1.362444 2.735862 0.076 0.189 0.471 -0.108
C 0.527744 -2.101042 1.844310 0.395 -0.012 -0.486 -0.096
C 0.566896 -1.817494 0.495037 -0.368 -0.015 -0.385 -0.043
C 1.305459 -0.712755 0.047306 0.404 -0.564 0.467 -0.158
H 0.509316 0.530636 -3.074232 0.133 0.147 0.002 0.076
H -0.304579 -0.803670 -2.338413 0.151 -0.037 0.367 0.064
H 1.283102 -1.040004 -3.061917 -0.119 -0.002 0.057 0.081
H 2.490163 1.837410 -1.669492 0.189 -0.053 -0.006 0.124
H 3.302005 1.684474 0.726081 -0.100 -0.084 -0.198 0.153
H 2.688754 0.223969 3.081623 0.194 0.045 -0.258 0.106
H 1.228640 -1.568449 3.795090 0.063 -0.072 0.024 0.097
H -0.076404 -2.905639 2.224162 -0.145 -0.182 0.011 0.095
H 0.006812 -2.395496 -0.241735 -0.065 0.081 0.333 0.115
C -1.707581 1.676747 0.514435 -1.600 -0.376 0.369 -0.091
C -2.296782 0.379316 -0.066782 0.876 -1.375 0.356 -0.321
C -3.115153 0.462455 -1.343099 1.146 -0.685 -1.077 -0.128
H -1.928694 1.651504 1.584619 0.424 0.232 0.058 0.064
H -0.647424 1.852511 0.361871 0.012 -0.100 -0.269 0.056
H -2.329715 2.488621 0.121745 0.464 0.227 -0.001 0.067
H -2.851703 -0.205369 0.662990 -0.816 0.694 0.505 0.094
H -1.536588 -0.414443 -0.129980 0.472 0.676 -0.744 0.064
H -2.930657 -0.442227 -1.944772 -0.643 -0.314 0.511 0.062
H -2.672839 1.143900 -2.080887 -0.464 0.747 0.503 0.070
H -4.183453 0.590357 -1.173938 0.128 0.291 -0.230 0.068
```
Forces are in eV/Å.

The total charge is 0. The calculation puts the HOMO-LUMO gap at 8.7 eV. For the LUMO energy, the calculation gives 0.03385 hartree. For the max |F|, the calculation gives 1.72 eV/A.

Entry 5:
ORCA calculation (ωB97M-V/def2-TZVPD) on a cluster of 2 separate species, C12H17N in total at a distorted geometry.

The geometry in XYZ format:
```
30
Properties=species:S:1:pos:R:3:forces:R:3:lowdin_charge:R:1
C -1.962994 1.617835 -0.773975 0.315 -0.630 0.145 -0.036
C -1.382101 0.260408 -1.021490 -0.112 -0.584 -0.005 -0.224
C -1.122219 -0.405740 -2.178138 -0.060 0.092 -0.330 -0.062
N -0.601392 -1.666080 -1.936530 0.139 0.250 0.266 0.074
C -0.419692 -1.801443 -0.568166 0.311 0.236 -0.631 -0.210
C 0.363771 -2.698790 0.158271 -0.148 -0.285 0.038 -0.026
C 0.617830 -2.409294 1.478121 0.452 0.504 0.688 -0.100
C 0.046730 -1.292974 2.121664 -0.612 -0.311 -0.585 -0.092
C -0.792510 -0.485268 1.392351 -0.327 0.846 0.144 -0.049
C -0.914436 -0.632034 0.009633 -0.193 -0.296 0.544 -0.166
H -2.005472 2.203232 -1.685867 0.077 0.263 0.064 0.083
H -1.359947 2.068508 0.007515 -0.046 0.624 -0.229 0.046
H -2.949027 1.560521 -0.329321 -0.426 -0.161 -0.149 0.080
H -1.107602 -0.047138 -3.195508 -0.491 0.006 -0.051 0.120
H -0.626464 -2.397867 -2.621367 0.308 -0.077 0.035 0.145
H 0.785387 -3.575246 -0.307024 0.147 -0.077 -0.100 0.104
H 1.351777 -2.943832 2.069331 -0.155 -0.497 -0.267 0.098
H 0.220645 -1.096743 3.169959 0.022 -0.098 0.023 0.099
H -1.370202 0.320389 1.831711 0.369 0.167 0.319 0.115
C 2.286127 1.584107 -0.368682 0.350 -0.349 -0.865 -0.123
C 1.282011 2.045053 0.699626 2.143 1.207 -1.193 -0.278
C 1.458003 3.579232 0.869753 -0.148 -0.275 2.198 -0.112
H 3.321227 1.466423 -0.031817 -0.173 0.127 0.437 0.070
H 2.046652 0.632834 -0.855602 -0.249 -0.029 0.262 0.061
H 2.364354 2.311304 -1.182427 -0.243 0.031 -0.013 0.064
H 1.611266 1.573013 1.616935 -0.939 -0.418 0.245 0.097
H 0.294102 1.849674 0.312388 0.072 -0.436 0.642 0.036
H 0.479527 4.056694 0.915480 0.146 0.441 -0.804 0.062
H 2.244541 4.054244 0.293258 -0.500 0.040 -0.822 0.062
H 1.819849 3.804688 1.887146 -0.029 -0.310 -0.007 0.063
```
Forces are in eV/Å.

The total charge is 0. The calculation puts the HOMO-LUMO gap at 8.8 eV. For the LUMO energy, the calculation gives 0.03407 hartree. For the max |F|, the calculation gives 2.73 eV/A.

Entry 6:
ORCA calculation (ωB97M-V/def2-TZVPD) on a cluster of 2 separate species, C12H17N in total at a distorted geometry.

The geometry in XYZ format:
```
30
Properties=species:S:1:pos:R:3:forces:R:3:lowdin_charge:R:1
C 3.468040 0.505958 1.910893 -0.925 -0.542 -0.656 -0.030
C 2.612073 -0.390251 0.979820 2.400 1.466 4.140 -0.241
C 2.735793 -1.733950 0.971983 -1.437 -1.642 -1.500 -0.054
N 1.705396 -2.254514 0.173708 -1.023 4.271 -0.940 0.072
C 0.906936 -1.152485 -0.268593 0.666 0.654 1.685 -0.125
C -0.244957 -1.074281 -1.122844 3.327 -0.885 1.798 -0.072
C -0.361189 0.073332 -1.775070 -1.398 0.854 -3.471 -0.148
C 0.453140 1.173819 -1.385939 -3.939 0.392 -2.009 -0.131
C 0.934564 1.260985 -0.148989 3.206 2.528 1.063 -0.055
C 1.473809 0.069427 0.333535 -1.963 -3.785 -2.029 -0.140
H 3.587569 0.173150 2.920965 -0.287 -1.037 0.626 0.058
H 2.942751 1.437770 2.088876 0.375 0.556 -0.618 0.067
H 4.481213 0.569416 1.576544 0.568 0.770 -0.574 0.062
H 3.449828 -2.487768 1.270660 0.289 0.640 0.507 0.120
H 1.255570 -3.107457 0.203177 -0.298 -2.249 0.240 0.109
H -0.743229 -1.936418 -1.341051 -1.563 -2.103 -0.725 0.077
H -1.153192 0.100129 -2.716409 2.309 0.339 2.616 0.172
H 0.250585 2.001690 -2.019830 0.114 1.211 0.022 0.093
H 1.224521 2.293262 0.239445 -0.118 -1.591 -0.395 0.140
C -2.611824 1.286500 -0.036894 1.605 1.866 -2.209 -0.167
C -4.032056 1.353898 0.404676 -1.706 1.543 -3.401 -0.340
C -4.759361 0.206094 -0.296425 -0.170 -2.486 1.408 -0.153
H -2.560494 1.652200 -1.161481 -0.487 -1.655 1.637 0.104
H -2.312406 0.205820 0.059233 0.694 1.536 -0.063 0.072
H -1.902084 2.148226 0.236512 -0.769 -1.787 0.975 0.090
H -4.271399 1.477350 1.433379 0.137 -0.331 0.937 0.085
H -4.534121 2.221679 -0.149301 0.758 -0.437 1.214 0.120
H -5.694902 0.033341 0.188408 -0.846 -0.165 0.912 0.041
H -5.174829 0.355780 -1.292073 1.154 0.191 -0.464 0.068
H -4.232952 -0.830850 -0.149936 -0.671 1.877 -0.728 0.106
```
Forces are in eV/Å.

The total charge is 0. The calculation puts the HOMO-LUMO gap at 8.6 eV. For the LUMO energy, the calculation gives 0.03176 hartree. For the max |F|, the calculation gives 5.00 eV/A.

What energy above the lowest of the compared OMol25 structures with the same formula, charge and spin values result from the calculations? In sequence: 134.22; 200.47; 216.03; 68.32; 102.16; 381.15 kJ/mol.